# 1
49
Properties=species:S:1:pos:R:3:forces:R:3:nbo_charge:R:1 method="wB97M-V/def2-TZVPD" largest_force_ev_per_a=2.24 smiles="COc1ccc2c(c1)[C@@H]([C@@H](C)c1c(C)cc(C)cc1C)C(C)=[NH+]2" charge=+1 e_above_lowest_kj_mol=0.0 e_tot_ha=-945.5812 e_lumo_ha=-0.1441 orbital_gap_ev=7.5
C 1.829257 -2.076581 3.426464 0.1 -0.1 0.1 -0.60
C 0.771534 -1.171261 2.746868 0.7 0.8 2.0 -0.26
C 1.180943 0.299212 2.537136 0.3 0.1 -0.2 0.03
C 0.280451 1.327741 2.887386 0.3 -0.2 -0.3 -0.02
C -0.981789 1.074272 3.665739 -0.3 0.2 0.0 -0.64
C 0.549682 2.641360 2.505725 0.1 0.0 0.1 -0.21
C 1.726386 3.000536 1.849612 -0.1 -0.4 0.1 0.01
C 1.970693 4.421326 1.434385 0.1 0.3 -0.1 -0.64
C 2.658372 1.991692 1.599007 -0.2 0.1 0.0 -0.23
C 2.406465 0.656730 1.937361 -0.3 0.2 0.0 -0.02
C 3.474230 -0.355164 1.624295 0.3 -0.1 -0.2 -0.64
H 1.326251 -2.840831 4.035327 0.3 0.3 0.0 0.21
H 2.459507 -2.609868 2.694049 -0.2 0.3 0.3 0.21
H 2.490295 -1.489620 4.072625 -0.2 -0.2 0.0 0.24
H -0.072333 -1.127249 3.455984 0.3 0.1 -0.3 0.23
H -1.442726 2.042708 3.894520 0.0 -0.3 0.0 0.23
H -1.720818 0.493020 3.099663 0.1 0.0 0.1 0.21
H -0.788813 0.566304 4.619099 0.0 0.1 -0.2 0.22
H -0.198149 3.405973 2.726958 0.3 -0.1 0.0 0.21
H 2.914209 4.505436 0.887457 -0.2 0.0 0.0 0.22
H 1.161320 4.790048 0.792181 0.2 -0.1 0.1 0.23
H 2.024384 5.101556 2.294302 0.0 -0.2 -0.1 0.23
H 3.595207 2.252038 1.093851 -0.3 -0.1 0.2 0.21
H 4.280228 0.114702 1.044282 -0.2 -0.2 0.2 0.23
H 3.922963 -0.760293 2.542557 -0.1 0.1 -0.4 0.23
H 3.084801 -1.193153 1.028968 0.2 0.1 0.1 0.20
C 1.266827 1.531748 -2.549817 -0.4 0.1 0.1 -0.26
O -0.139822 1.206668 -2.512858 0.0 -0.3 0.6 -0.48
C -0.620252 0.407704 -1.523786 0.4 -0.4 0.1 0.36
C 0.183597 -0.064994 -0.447786 0.1 0.3 -0.6 -0.31
C -0.345287 -1.018405 0.411243 -0.2 -0.2 -0.4 0.09
C -1.637489 -1.475176 0.184094 0.2 0.7 -0.7 0.04
N -1.888655 -2.537453 1.061164 0.9 -0.5 1.0 -0.42
C -0.863195 -2.816889 1.844763 -1.1 0.5 -1.1 0.49
C -1.016037 -3.833285 2.902410 0.2 -0.4 0.4 -0.71
C 0.282871 -1.866367 1.510930 -0.9 -0.5 -1.5 -0.32
C -2.473531 -0.987202 -0.816831 -0.1 0.0 0.1 -0.19
C -1.970443 -0.021567 -1.674880 0.8 0.0 0.2 -0.23
H 1.394139 2.058083 -3.500067 0.1 -0.1 0.3 0.22
H 1.530015 2.194610 -1.712101 0.0 -0.2 -0.2 0.19
H 1.889949 0.625697 -2.537732 -0.2 0.2 0.0 0.19
H 1.223397 0.265225 -0.343611 -0.6 -0.1 0.0 0.25
H -2.770667 -3.044455 1.074294 0.2 0.1 0.2 0.44
H -0.067702 -4.031380 3.400102 -0.2 -0.1 -0.1 0.26
H -1.748749 -3.492509 3.653163 0.3 0.0 -0.2 0.27
H -1.396763 -4.779088 2.487278 0.1 0.3 0.1 0.27
H 1.112042 -2.460674 1.069919 -0.4 0.1 0.1 0.28
H -3.487623 -1.378337 -0.897425 0.2 0.2 -0.2 0.23
H -2.532370 0.380180 -2.516636 0.0 -0.1 0.3 0.25

# 2
62
Properties=species:S:1:pos:R:3:forces:R:3:nbo_charge:R:1 method="wB97M-V/def2-TZVPD" largest_force_ev_per_a=1.21 charge=+1 e_above_lowest_kj_mol=27.2 e_tot_ha=-2787.2300 e_lumo_ha=-0.1185 orbital_gap_ev=6.2
Sc -0.394360 0.161307 0.344703 -0.5 0.8 0.7 1.60
C 3.640579 -0.311590 2.199683 0.0 0.0 -0.1 -0.68
C 2.341529 -0.461952 1.469419 0.0 0.1 0.0 0.37
N 1.348075 0.379479 1.637018 0.2 -0.1 0.1 -0.65
C 1.412376 1.436752 2.640108 0.0 -0.1 -0.1 -0.24
C 0.176773 2.310447 2.482245 -0.1 -0.1 0.0 -0.23
N -0.988622 1.429098 2.249110 0.1 0.2 -0.1 -0.65
C -2.252532 2.138251 1.981752 0.1 -0.1 0.0 -0.23
C -3.303386 1.093489 1.651712 0.0 0.0 -0.1 -0.23
N -2.789815 0.167528 0.618635 0.0 0.0 -0.1 -0.66
C -3.227704 0.481886 -0.764894 0.1 -0.2 0.0 -0.23
C -2.656411 -0.580832 -1.705370 0.1 0.0 0.1 -0.24
N -1.340795 -0.971384 -1.213506 -0.1 -0.2 -0.2 -0.68
C -0.640577 -1.922476 -1.806252 0.0 0.1 0.0 0.38
C -1.112511 -2.557220 -3.074230 0.0 0.0 0.0 -0.68
C 0.544777 -2.323909 -1.169357 0.1 0.0 0.0 -0.03
C 1.554502 -3.123563 -1.665103 0.1 -0.1 0.1 -0.07
C 2.782247 -3.246346 -1.018900 0.0 0.0 0.0 -0.37
C 3.079088 -2.362004 0.026131 0.0 -0.1 0.0 -0.07
C 2.128322 -1.542210 0.580450 -0.1 -0.1 0.1 -0.02
N 0.735343 -1.798393 0.189461 -0.1 0.0 0.1 -0.74
H 3.464003 -0.007693 3.230889 0.0 0.0 0.0 0.24
H 4.246446 0.465286 1.726798 0.0 0.0 0.0 0.25
H 4.208215 -1.236472 2.211309 0.0 0.0 0.0 0.24
H 2.305107 2.056814 2.539874 0.0 0.0 0.0 0.22
H 1.428452 1.000158 3.645228 0.0 0.0 0.0 0.20
H 0.276667 2.958902 1.612399 0.0 0.0 0.0 0.22
H 0.036204 2.943412 3.360705 0.0 0.0 0.0 0.21
H -1.115619 0.856861 3.083107 0.0 -0.1 -0.1 0.39
H -2.091734 2.807797 1.137137 0.0 0.0 0.0 0.22
H -2.573513 2.743518 2.832352 0.0 0.0 0.0 0.21
H -4.230724 1.573786 1.334811 0.0 0.0 0.0 0.22
H -3.527139 0.508757 2.546112 0.0 0.0 0.0 0.21
H -3.119742 -0.771309 0.828346 0.0 0.0 0.0 0.40
H -2.855335 1.470509 -1.024085 0.0 0.0 0.0 0.22
H -4.316235 0.490502 -0.843766 -0.1 0.1 0.1 0.21
H -2.614359 -0.176518 -2.718995 0.0 0.0 0.0 0.23
H -3.325348 -1.447660 -1.721537 0.0 0.0 0.0 0.20
H -1.216468 -1.797392 -3.851256 0.0 0.0 0.0 0.25
H -2.096089 -3.004888 -2.918976 0.0 0.0 0.0 0.24
H -0.441321 -3.330883 -3.429865 0.0 0.0 0.0 0.24
H 1.418124 -3.609851 -2.621546 0.0 0.0 0.0 0.23
H 3.556376 -3.870593 -1.437072 0.0 0.0 0.0 0.23
H 4.107875 -2.256574 0.346449 0.0 0.0 0.0 0.23
O 1.214963 2.947405 -1.855617 -0.1 -0.2 0.1 -0.73
Cl 0.362249 1.836763 -1.705094 0.1 0.3 -0.6 2.55
O -0.393187 1.531104 -2.866257 0.2 0.1 0.2 -0.75
O 1.095750 0.649656 -1.226575 -0.1 0.3 -0.3 -0.80
O -0.589940 2.073273 -0.558263 0.0 0.1 -0.3 -0.86
O -1.305592 -3.051308 0.924608 0.0 0.0 0.0 -0.62
B -0.158762 -2.325552 1.199619 0.2 -1.0 0.0 1.17
O -0.066096 -2.003371 2.545785 0.0 0.1 0.0 -0.63
C -1.176978 -2.596710 3.129222 0.1 0.1 0.1 0.27
C -1.546997 -2.596107 4.451872 -0.1 0.0 0.1 -0.26
C -2.730766 -3.268812 4.757994 0.0 0.0 0.0 -0.20
C -3.482029 -3.902630 3.772075 0.0 0.0 0.0 -0.20
C -3.087296 -3.893221 2.434003 -0.1 0.0 0.0 -0.23
C -1.921078 -3.224546 2.150835 0.0 0.0 -0.2 0.20
H -0.945714 -2.115296 5.212100 0.0 0.0 0.0 0.24
H -3.064755 -3.305240 5.785784 0.0 0.0 0.0 0.23
H -4.388812 -4.422503 4.049805 0.0 0.0 0.0 0.23
H -3.656504 -4.395128 1.663173 0.0 0.0 0.0 0.24